Entry from OMol25: a single C3H4O2S molecule at a distorted geometry (wB97M-V/def2-TZVPD).

Output
- energy above the lowest of the compared OMol25 structures with the same formula, charge and spin (kJ/mol) = 451.08
- gap between HOMO and LUMO (eV) = 10.57
- calculated total energy (eV) = -18101.3901
- SMILES = CC1=CS1(=O)=O

Structure (ORCA input):
```
! RIJCOSX wB97M-V def2-TZVPD def2/J DEFGRID3
* xyz 0 1
C -0.9708 -0.9044 -0.7430
C -0.1651 0.0798 -0.0725
C 0.6642 1.1170 -0.3141
S 0.8208 0.5771 1.3190
O 2.2132 -0.2578 1.5624
O 0.3086 1.3462 2.4421
H -2.0689 -0.6009 -1.0014
H -1.1324 -1.8511 -0.2488
H -0.5161 -1.1565 -1.6391
H 0.8466 1.6506 -1.3046
*
```